Entry 1:
Computed, not measured: a structure of composition C18H27F7MnNO6S2Sb in a non-equilibrium geometry, with the ωB97M-V functional and the def2-TZVPD basis.

The geometry in XYZ format:
```
63
Properties=species:S:1:pos:R:3:lowdin_spin:R:1
Mn 1.229 -2.100 -0.513 4.28
F 0.875 -0.883 4.025 0.00
C 1.487 -2.048 3.778 0.00
F 0.643 -3.019 4.093 0.00
F 2.547 -2.126 4.554 0.00
S 1.931 -2.076 1.941 0.01
O 1.326 -0.862 1.421 0.03
O 1.377 -3.261 1.353 0.05
N 3.488 -2.029 2.001 0.00
S 4.218 -2.025 0.604 0.01
O 5.283 -2.933 0.454 0.00
O 3.214 -1.974 -0.460 0.03
C 4.912 -0.277 0.549 0.00
F 3.950 0.526 1.027 0.00
F 5.166 0.107 -0.697 0.00
F 5.996 -0.115 1.282 0.00
O -0.631 -1.895 -0.401 0.03
O -0.457 -0.529 -0.716 0.05
F -0.278 2.546 -4.221 -0.02
C 0.081 1.286 -3.906 -0.06
C -0.883 0.288 -3.939 0.01
C -0.530 -0.990 -3.559 -0.06
C 0.778 -1.283 -3.119 -0.01
C 1.121 -2.601 -2.605 -0.30
C 1.742 -0.251 -3.163 -0.05
C 1.394 1.029 -3.542 0.01
H -1.880 0.527 -4.273 0.00
H -1.260 -1.785 -3.585 0.00
H 2.147 -2.917 -2.818 -0.01
H 0.389 -3.372 -2.862 -0.01
H 2.765 -0.474 -2.887 0.00
H 2.116 1.832 -3.562 0.00
C -3.090 2.901 -0.671 0.00
C -2.494 1.548 -0.991 0.00
C -3.548 0.538 -1.405 0.00
Sb -1.304 0.649 0.682 0.00
C -2.651 -0.833 1.766 0.00
C -1.820 -1.829 2.532 0.00
C -3.643 -0.095 2.639 0.00
C 0.487 1.955 1.206 0.00
C 0.045 3.240 1.860 0.00
C 1.220 2.134 -0.102 0.00
H -3.584 3.279 -1.564 0.00
H -2.333 3.623 -0.374 0.00
H -3.834 2.824 0.118 0.00
H -1.735 1.629 -1.775 0.00
H -4.331 0.449 -0.652 0.00
H -3.092 -0.436 -1.589 0.00
H -4.015 0.872 -2.330 0.00
H -3.127 -1.303 0.898 0.00
H -1.331 -1.360 3.383 0.00
H -1.084 -2.299 1.879 0.00
H -2.470 -2.617 2.916 0.00
H -3.144 0.437 3.448 0.00
H -4.312 -0.828 3.090 0.00
H -4.249 0.612 2.075 0.00
H 1.046 1.323 1.891 0.00
H -0.576 3.843 1.200 0.00
H 0.937 3.819 2.094 0.00
H -0.489 3.060 2.790 0.00
H 0.666 2.760 -0.803 0.00
H 1.425 1.168 -0.568 0.00
H 2.174 2.620 0.100 0.00
```

## Properties
Charge: +1
Gap between HOMO and LUMO (spin up / spin down): 7.18 / 7.27 eV
HOMO (spin up / spin down): -11.259 / -11.099 eV
2S+1: 5
E_tot: -111418.6992 eV

Entry 2:
Computed, not measured: a cluster of 6 separate species, C18H27F9O18S3 in total in a non-equilibrium geometry, with the ωB97M-V functional and the def2-TZVPD basis.

The geometry in XYZ format:
```
75
Properties=species:S:1:pos:R:3:lowdin_charge:R:1
C 7.216 6.487 -1.656 -0.06
C 5.953 5.790 -1.211 -0.19
O 5.186 6.476 -0.203 0.01
C 3.966 5.977 0.094 -0.34
O 3.430 5.106 -0.617 0.11
C 3.391 6.360 1.430 -0.48
F 2.472 7.346 1.226 0.14
F 2.849 5.261 2.054 0.15
F 4.329 6.968 2.197 0.15
H 7.085 7.552 -1.847 0.08
H 7.570 6.191 -2.644 0.08
H 8.101 6.281 -1.054 0.08
H 6.211 4.856 -0.711 0.14
H 5.251 5.715 -2.041 0.13
C -5.681 3.692 8.968 -0.09
C -6.208 3.180 7.690 -0.19
O -6.535 1.764 7.709 0.06
C -5.662 0.888 7.307 -0.39
O -4.512 1.133 7.021 0.15
C -6.283 -0.527 7.251 -0.69
F -6.254 -1.118 8.386 0.23
F -7.511 -0.603 6.846 0.21
F -5.586 -1.157 6.362 0.20
H -6.360 3.691 9.820 0.09
H -5.420 4.733 8.776 0.09
H -4.714 3.391 9.372 0.08
H -5.623 3.438 6.807 0.13
H -7.084 3.817 7.570 0.13
C -3.214 -3.869 -6.651 -0.07
C -4.604 -4.303 -6.209 -0.17
O -4.871 -5.486 -7.001 -0.01
C -5.653 -5.499 -8.110 -0.34
O -6.106 -4.478 -8.555 0.16
C -5.888 -6.933 -8.690 -0.52
F -5.072 -7.109 -9.770 0.14
F -5.635 -7.938 -7.845 0.16
F -7.157 -7.120 -9.016 0.18
H -2.403 -4.596 -6.701 0.08
H -2.766 -3.023 -6.130 0.08
H -3.236 -3.478 -7.668 0.08
H -5.283 -3.483 -6.442 0.12
H -4.679 -4.553 -5.151 0.13
C 4.217 0.047 -2.747 -0.16
C 3.438 0.366 -3.973 -0.24
O 4.225 -0.012 -5.039 -0.17
S 5.856 0.180 -4.693 0.73
O 6.241 1.547 -4.961 -0.24
O 6.667 -0.937 -5.278 -0.26
O 5.600 -0.111 -3.155 -0.20
H 4.010 -0.955 -2.373 0.13
H 4.017 0.666 -1.872 0.14
H 3.155 1.404 -3.802 0.13
H 2.530 -0.235 -3.919 0.14
C -1.373 0.396 1.550 -0.13
C -2.199 1.721 1.210 -0.17
O -3.031 1.470 0.091 -0.22
S -2.307 0.386 -0.904 0.77
O -1.711 1.137 -2.051 -0.27
O -3.127 -0.822 -1.127 -0.26
O -1.109 0.023 0.216 -0.24
H -1.953 -0.419 1.984 0.13
H -0.480 0.623 2.132 0.13
H -1.704 2.663 0.971 0.13
H -2.876 2.065 1.992 0.12
C 5.191 -5.556 3.419 -0.19
C 5.317 -4.025 3.339 -0.22
O 4.048 -3.532 3.311 -0.20
S 2.877 -4.617 2.904 0.75
O 2.841 -4.717 1.472 -0.23
O 1.704 -4.328 3.716 -0.23
O 3.821 -5.908 3.504 -0.19
H 5.839 -6.069 4.130 0.13
H 5.559 -5.929 2.463 0.12
H 5.777 -3.743 2.392 0.13
H 5.931 -3.599 4.134 0.13
```

## Properties
Gap between HOMO and LUMO: 11.23 eV
Energy relative to the best compared isomer or geometry (same formula, charge and spin): 117.8 kcal per mole
SMILES string: CCOC(=O)C(F)(F)F.CCOC(=O)C(F)(F)F.CCOC(=O)C(F)(F)F.O=S1(=O)OCCO1.O=S1(=O)OCCO1.O=S1(=O)OCCO1
HOMO: -11.202 eV
2S+1: 1
E_tot: -112915.5968 eV

Entry 3:
Computed, not measured: a structure of composition C18H27FN5O3SeSiTi, with the ωB97M-V functional and the def2-TZVPD basis.

The geometry in XYZ format:
```
57
Properties=species:S:1:pos:R:3:lowdin_charge:R:1
Ti 0.351 -0.722 -0.091 0.88
N -0.367 1.241 0.666 -0.02
C 0.341 1.733 1.864 -0.11
C 1.184 0.616 2.446 -0.54
O 1.907 0.814 3.404 0.07
N 1.057 -0.557 1.770 -0.08
C 1.733 -1.709 2.335 -0.10
C 1.617 -2.840 1.330 -0.53
O 2.030 -3.945 1.482 0.16
O 0.972 -2.427 0.211 -0.16
H -0.360 1.922 -0.088 0.10
H -1.350 1.085 0.873 0.08
H -0.351 2.085 2.629 0.14
H 0.991 2.570 1.615 0.11
H 1.293 -2.015 3.286 0.15
H 2.791 -1.522 2.524 0.12
C -3.413 -3.165 -0.209 -0.14
Si -2.727 -1.586 0.487 0.44
C -4.066 -0.297 0.745 -0.16
C -1.911 -1.900 2.137 -0.15
N -1.469 -0.977 -0.632 -0.18
C -1.728 -0.961 -2.020 -0.28
C -2.955 -0.666 -2.616 -0.03
C -3.097 -0.713 -3.996 -0.06
C -2.029 -1.044 -4.818 -0.06
C -0.790 -1.329 -4.259 0.01
C -0.698 -1.275 -2.893 -0.21
F 0.511 -1.542 -2.272 -0.08
H -4.170 -3.581 0.458 0.05
H -2.618 -3.904 -0.321 0.05
H -3.876 -3.017 -1.186 0.04
H -4.624 -0.537 1.653 0.04
H -4.786 -0.267 -0.073 0.03
H -3.675 0.717 0.868 0.03
H -2.677 -2.317 2.797 0.05
H -1.520 -1.008 2.630 0.03
H -1.115 -2.643 2.069 0.04
H -3.799 -0.398 -1.997 0.10
H -4.061 -0.488 -4.433 0.11
H -2.154 -1.079 -5.891 0.11
H 0.071 -1.595 -4.855 0.13
C 4.251 0.500 1.224 0.01
N 3.622 1.740 0.771 -0.09
C 3.870 2.968 1.339 0.00
C 3.195 3.886 0.616 -0.02
N 2.534 3.204 -0.385 -0.12
C 1.717 3.851 -1.407 -0.01
C 2.792 1.887 -0.274 -0.62
Se 2.175 0.541 -1.440 0.87
H 5.325 0.571 1.063 0.11
H 3.851 -0.323 0.640 0.06
H 4.025 0.367 2.279 0.09
H 4.495 3.074 2.207 0.15
H 3.128 4.954 0.720 0.14
H 2.341 4.505 -2.011 0.11
H 0.933 4.435 -0.927 0.10
H 1.281 3.084 -2.041 0.05
```

## Properties
Charge: +1
Gap between HOMO and LUMO: 7.81 eV
Energy relative to the best compared isomer or geometry (same formula, charge and spin): 0.0 kcal per mole
HOMO: -11.315 eV
2S+1: 1
E_tot: -131754.1507 eV

Entry 4:
Computed, not measured: a structure of composition C18H27IrN2O5P2S in a non-equilibrium geometry, with the ωB97M-V functional and the def2-TZVPD basis.

The geometry in XYZ format:
```
56
Properties=species:S:1:pos:R:3:lowdin_spin:R:1
Ir 0.006 -0.527 -0.088 2.18
P -2.137 -0.379 -0.666 0.19
C -2.029 -0.095 -2.432 0.02
C -0.745 0.616 -2.853 0.03
N 0.250 0.487 -1.974 0.19
C 1.467 0.905 -2.348 0.03
C 1.639 1.614 -3.551 0.00
C 0.549 1.857 -4.392 0.02
C -0.692 1.338 -4.033 0.00
C 2.615 0.497 -1.488 0.01
P 2.159 -0.984 -0.529 0.19
H -1.593 1.457 -4.650 0.00
H 2.653 1.958 -3.814 0.00
H 0.664 2.403 -5.337 0.00
H 3.500 0.262 -2.091 0.00
H 2.865 1.297 -0.781 0.00
H -1.962 -1.073 -2.878 0.00
H -2.952 0.282 -2.896 0.00
H -1.210 -2.901 -2.960 0.00
O -1.396 -2.512 -3.813 0.00
H -2.299 -2.767 -4.026 0.00
H -0.147 -2.449 -0.844 0.09
O -0.225 -3.190 -1.460 0.13
H -0.304 -4.178 -1.549 0.01
C 2.571 -2.419 -1.582 0.04
H 3.552 -2.251 -2.043 0.01
H 2.578 -3.314 -0.940 0.00
H 1.768 -2.522 -2.335 0.00
C 3.266 -1.023 0.927 0.05
H 2.931 -1.846 1.582 0.00
H 4.303 -1.202 0.587 0.01
H 3.186 -0.054 1.454 0.00
C -2.976 0.997 0.133 0.04
H -3.853 1.330 -0.433 0.01
H -3.303 0.643 1.120 0.00
H -2.286 1.840 0.283 0.00
C -3.060 -1.881 -0.302 0.04
H -3.096 -1.937 0.801 0.00
H -4.075 -1.816 -0.734 0.01
H -2.491 -2.740 -0.711 0.00
O -1.355 -1.156 2.656 0.09
C -0.658 -0.127 2.707 0.06
N -0.007 0.380 1.591 0.41
S 0.649 1.982 1.777 0.04
O 2.091 1.970 1.533 0.01
O -0.145 2.922 1.113 0.01
C 0.318 1.886 3.485 0.02
C 0.696 2.848 4.431 0.00
C 0.340 2.640 5.785 0.01
C -0.395 1.489 6.160 0.00
C -0.757 0.546 5.179 0.00
C -0.386 0.742 3.837 0.01
H 1.276 3.738 4.120 0.00
H 0.640 3.397 6.569 0.00
H -0.673 1.360 7.240 0.00
H -1.329 -0.341 5.461 0.00
```

## Properties
Charge: +2
Gap between HOMO and LUMO (spin up / spin down): 8.23 / 5.41 eV
HOMO (spin up / spin down): -14.052 / -15.293 eV
2S+1: 5
E_tot: -64555.4055 eV